ORCA calculation (ωB97M-V/def2-TZVPD) on a 2-piece molecular cluster, C4H11N3 overall in a non-equilibrium geometry.

```
18
Properties=species:S:1:pos:R:3:forces:R:3
N -0.5330 -2.8446 -2.0040 -0.1530 0.0706 0.2846
C -0.2794 -2.1602 -0.7615 -0.5305 -0.2737 -0.5005
C -1.0759 -1.1719 -0.3767 0.2412 -0.1199 0.3449
N -0.8366 -0.4728 0.8487 -0.5719 0.0516 0.2808
H -0.5552 -3.8466 -1.8535 0.1052 0.0420 -0.1167
H 0.1856 -2.6433 -2.6855 0.0553 -0.0575 -0.0366
H 0.5108 -2.5451 -0.1244 0.1502 0.3562 0.1185
H -1.9747 -0.9254 -0.9381 0.2138 -0.0177 -0.3253
H -1.6892 -0.5484 1.4085 0.2834 -0.0010 0.0241
H -0.7354 0.5333 0.6849 -0.0346 -0.5148 -0.1296
C -0.1459 2.6727 0.4885 -0.0177 -0.2120 0.4250
C 0.8019 1.9993 1.1514 0.1573 1.0216 -0.4318
N 2.0812 1.7806 0.6138 -0.5208 -0.3205 -0.0626
H -0.0712 2.9248 -0.5608 0.2686 0.2597 0.0515
H -1.0335 2.9949 1.0139 -0.2084 -0.3299 -0.0923
H 0.6042 1.6273 2.1488 0.2460 0.3278 0.2135
H 2.0209 1.3117 -0.2759 0.2985 0.0582 -0.2191
H 2.7254 1.3138 1.2220 0.0174 -0.3407 0.1718
```
Forces are in eV/Å.

SMILES string: N/C=C/N.C=CN
Relative energy (zero: lowest compared OMol25 entry of this formula, charge and spin), kJ/mol: 264.9
HOMO energy, eV: -8.50
HOMO-LUMO gap, eV: 9.559
LUMO energy, eV: 1.05